[1]
ORCA calculation (wB97M-V/def2-TZVPD) on a structure of composition C20H45CrF3NO5PS.

```
77
Properties=species:S:1:pos:R:3:mulliken_charge:R:1
Cr 1.412 -13.230 -16.156 1.083
S -1.207 -14.597 -15.166 1.245
P 1.816 -12.195 -10.857 1.205
F -1.352 -16.921 -16.272 -0.204
F -1.379 -16.928 -14.110 -0.194
F 0.487 -16.568 -15.176 -0.250
O -2.591 -14.487 -15.444 -0.536
O -0.306 -14.075 -16.257 -0.910
O -0.727 -14.107 -13.890 -0.835
O 3.123 -11.715 -16.359 -0.500
O 1.931 -13.381 -14.347 -0.569
N 4.363 -9.825 -15.856 -0.153
C 3.249 -8.982 -16.364 -0.767
C -0.842 -16.378 -15.177 0.707
C 2.023 -11.725 -9.141 -1.409
C 2.984 -10.565 -8.888 -0.378
C 3.391 -12.654 -11.582 -0.493
C 6.054 -13.636 -10.235 -1.238
C 4.727 -14.385 -10.263 -0.389
C -2.874 -14.378 -9.588 -1.438
C -0.369 -8.850 -12.147 -0.663
C -1.547 -14.586 -10.301 -0.231
C 3.267 -10.448 -7.396 -0.593
C 5.249 -12.143 -15.375 -0.857
C 0.599 -13.513 -11.026 0.233
C 0.193 -9.896 -11.170 -0.368
C 4.170 -9.271 -7.033 -1.363
C 1.285 -10.744 -11.790 -0.991
C 4.134 -11.326 -15.872 0.725
C 3.877 -14.105 -11.482 -0.817
C -0.721 -13.302 -10.251 -0.718
C -0.155 -7.433 -11.645 -1.325
H 3.807 -8.322 -7.428 0.341
H 3.933 -10.842 -9.360 0.121
H -3.631 -15.124 -9.832 0.413
H -1.779 -14.842 -11.337 0.103
H 4.408 -14.347 -12.407 0.459
H 3.263 -12.406 -12.644 -0.610
H 4.702 -9.571 -14.919 0.405
H -0.589 -10.526 -10.747 0.252
H -3.327 -13.421 -9.863 0.350
H 4.325 -9.222 -5.959 0.398
H 5.933 -12.557 -10.375 0.299
H 2.592 -9.632 -9.294 0.328
H 3.679 -8.068 -16.765 0.359
H 2.375 -12.619 -8.610 0.691
H 5.000 -12.594 -14.411 0.083
H 1.075 -14.423 -10.647 0.766
H 6.191 -11.595 -15.289 0.460
H 3.024 -14.788 -11.494 0.223
H 3.755 -11.376 -7.075 0.356
H 5.159 -9.423 -7.482 0.314
H 4.171 -11.956 -11.261 0.916
H -1.296 -12.527 -10.757 0.374
H 5.196 -9.696 -16.452 0.421
H -0.992 -15.396 -9.824 0.475
H 4.162 -14.156 -9.350 0.230
H 6.571 -13.792 -9.293 0.385
H 4.966 -15.446 -10.185 0.418
H 2.534 -8.750 -15.584 0.270
H 0.916 -7.236 -11.520 0.312
H 0.335 -13.643 -12.077 -0.790
H -0.590 -7.322 -10.651 0.349
H 1.033 -11.536 -8.715 0.718
H -0.528 -13.041 -9.210 0.252
H -0.586 -6.672 -12.291 0.415
H -2.780 -14.407 -8.500 0.335
H 0.035 -9.042 -13.145 0.314
H 0.917 -11.129 -12.750 0.664
H 5.432 -12.965 -16.070 0.363
H 0.598 -9.396 -10.283 0.206
H 2.776 -9.518 -17.180 0.342
H 2.350 -10.405 -6.799 0.402
H 6.664 -13.970 -11.078 0.333
H -1.438 -9.066 -12.216 0.351
H 1.129 -13.701 -13.901 0.408
H 2.162 -10.126 -12.014 0.419
```

Calculated values
2S+1   5
⟨S²⟩   6.0182
Net charge   +2
Frontier orbital gap (alpha / beta)   7.54 / 8.16 eV
HOMO energy (alpha / beta)   -14.891 / -15.546 eV
Lowest unoccupied orbital energy (alpha / beta)   -0.2702 / -0.2713 Eh



[2]
ORCA calculation (wB97M-V/def2-TZVPD) on a structure of composition C28H17Br2N13STl.

```
62
Properties=species:S:1:pos:R:3:mulliken_charge:R:1
Tl 0.401 0.297 0.598 1.740
Br -1.062 -5.404 4.868 -0.208
Br -6.111 0.451 2.804 -0.185
S 1.500 1.248 2.881 -0.428
N -0.049 -1.519 2.533 0.366
N 2.984 1.714 -0.684 -0.350
N 4.123 1.475 -1.200 -0.710
N 1.888 -3.709 -0.162 -0.598
N -2.086 -0.707 0.801 0.120
N 0.031 0.931 -1.945 -0.165
N 0.599 -3.943 0.073 -0.916
N 4.379 0.169 -1.223 -0.531
N 2.414 0.550 -0.326 0.667
N 3.745 -0.424 2.779 -0.701
N 0.773 -1.817 -0.041 0.733
N -0.063 -2.859 0.143 -0.382
N 3.144 -1.739 -0.522 0.249
C -1.310 -1.897 2.704 0.645
C 3.310 -0.392 -0.675 0.002
C -1.662 -3.045 3.408 -0.973
C -0.635 -3.829 3.899 -0.114
C 1.654 1.431 -3.671 1.129
C 1.337 2.800 -3.552 -1.218
C 2.828 0.278 2.777 0.652
C 1.987 -2.386 -0.230 0.083
C -3.549 -0.788 2.687 -0.723
C 0.917 0.511 -2.876 -0.156
C -3.027 -0.097 0.107 -0.493
C 2.925 -0.391 -4.597 -0.623
C -2.946 4.006 0.057 -0.775
C 2.149 -1.306 -3.868 -0.551
C -1.156 2.629 -0.774 0.764
C 0.362 3.188 -2.679 -1.109
C 1.154 -0.871 -3.037 -0.432
C -2.105 3.630 -0.974 -0.759
C -1.051 2.002 0.468 -0.209
C -2.810 3.420 1.305 -0.820
C 0.682 -3.465 3.694 -0.967
C -4.494 -0.086 1.963 -0.111
C -0.236 2.217 -1.847 0.952
C -1.866 2.424 1.508 -0.355
C -2.350 -1.092 2.044 0.547
C 2.672 0.950 -4.516 -0.729
C 0.920 -2.279 3.011 -0.165
C -4.267 0.231 0.633 -0.848
H 0.555 -1.564 -2.470 0.573
H -2.770 0.156 -0.912 0.581
H 3.723 -0.754 -5.227 0.369
H 1.504 -4.074 4.035 0.470
H -5.005 0.742 0.034 0.464
H -1.757 1.979 2.489 0.472
H -2.201 4.094 -1.946 0.523
H -2.698 -3.333 3.519 0.547
H -3.700 4.765 -0.111 0.385
H 3.255 1.663 -5.079 0.388
H -3.711 -1.052 3.720 0.601
H 1.933 -1.942 2.842 0.301
H 0.088 4.225 -2.560 0.466
H -3.439 3.739 2.125 0.446
H 2.361 -2.363 -3.946 0.393
H 3.950 -2.316 -0.702 0.281
H 1.869 3.524 -4.154 0.398
```

Calculated values
Net charge   -1
Frontier orbital gap   7.21 eV
HOMO energy   -5.244 eV
Lowest unoccupied orbital energy   0.0723 Eh



[3]
ORCA calculation (wB97M-V/def2-TZVPD) on a cluster of 2 separate species, C5H12N2 in total.

```
19
Properties=species:S:1:pos:R:3:mulliken_charge:R:1
N 0.911 -0.729 -1.105 0.619
N 0.095 0.166 -1.582 -0.799
C -0.873 1.492 1.564 -0.377
C 0.437 -2.023 -1.212 -0.876
C 1.976 -0.437 -0.138 -0.967
C -1.187 1.412 0.139 -0.187
C -2.043 0.677 1.069 -0.612
H -3.007 1.168 1.363 0.213
H 2.843 -0.459 -0.691 0.382
H 1.966 -0.913 0.888 0.299
H 1.109 -2.496 -2.051 0.305
H -1.708 2.218 -0.225 0.234
H -0.952 2.476 2.168 0.204
H -0.048 0.957 1.998 0.152
H 1.804 0.670 0.135 0.290
H -1.950 -0.309 1.370 0.299
H -0.532 -2.224 -1.620 0.331
H 0.614 -2.653 -0.255 0.242
H 0.545 1.006 -1.815 0.247
```

Calculated values
ΔE to the lowest compared entry with this formula, charge and spin   7.081 eV
Frontier orbital gap (alpha / beta)   7.82 / 8.56 eV
HOMO energy (alpha / beta)   -7.075 / -7.612 eV
Lowest unoccupied orbital energy (alpha / beta)   0.0274 / 0.0349 Eh



[4]
ORCA calculation (wB97M-V/def2-TZVPD) on a structure of composition C14H12EuN3O2S6.

```
38
Properties=species:S:1:pos:R:3:mulliken_charge:R:1
Eu 2.224 0.114 0.666 0.909
S 4.177 0.135 4.644 -0.415
S 1.650 3.203 1.503 -0.069
S -1.166 3.203 0.487 -0.108
S 3.149 -1.646 2.702 -0.443
S 2.414 -2.098 -4.111 -0.145
S 4.799 0.733 1.721 -0.514
O -0.018 -1.110 0.343 -0.755
O -3.638 0.506 1.493 -0.705
N -0.009 1.082 1.635 -0.639
N -1.167 0.435 1.558 -0.481
N 2.297 -1.044 -1.686 -0.146
C 1.573 -1.303 -2.729 -0.110
C -4.761 -1.487 0.671 -0.662
C -4.781 -2.640 -0.104 -0.343
C 3.877 -2.006 -3.121 -0.338
C -3.588 -3.174 -0.570 -0.586
C 4.063 -0.226 3.022 0.109
C -2.428 -1.314 0.490 0.439
C -2.440 -2.529 -0.211 -0.513
C 0.076 2.379 1.274 0.349
C -3.589 -0.725 0.978 0.194
C -0.098 4.198 -0.517 -0.560
C -1.119 -0.652 0.765 0.956
C 1.330 4.252 0.048 -0.446
C 3.633 -1.444 -1.897 -0.361
H -5.687 -1.009 0.907 0.388
H -1.463 -2.903 -0.504 0.396
H 4.354 -1.277 -1.098 0.372
H 2.137 4.001 -0.701 0.315
H 1.406 5.287 0.500 0.285
H 4.850 -2.416 -3.366 0.391
H -3.592 -4.107 -1.126 0.376
H -2.599 0.752 1.637 0.589
H -5.712 -3.212 -0.313 0.301
H 0.521 -0.981 -2.837 0.366
H -0.165 3.784 -1.486 0.292
H -0.508 5.237 -0.668 0.314
```

Calculated values
2S+1   8
⟨S²⟩   15.7606
Net charge   -1
ΔE to the lowest compared entry with this formula, charge and spin   0.237 eV
Frontier orbital gap (alpha / beta)   4.97 / 4.97 eV
HOMO energy (alpha / beta)   -3.177 / -3.198 eV
Lowest unoccupied orbital energy (alpha / beta)   0.0658 / 0.0650 Eh



Number 1: total energy -89881.6478 eV, largest force on an atom 1.1 eV Å⁻¹. Number 2: total energy -204298.0803 eV, largest force on an atom 1.4 eV Å⁻¹. Number 3: total energy -8353.0548 eV, largest force on an atom 5.4 eV Å⁻¹. Number 4: total energy -107620.4886 eV, largest force on an atom 5.2 eV Å⁻¹.